# 1
Entry from OMol25: a structure of composition C18H21BF5FeNSe2Te2 at a distorted geometry (ωB97M-V/def2-TZVPD).

XYZ file:
```
51
Properties=species:S:1:pos:R:3:forces:R:3
Te 1.1773 1.2680 -2.8572 0.5 -0.6 -0.6
Te 2.7704 -0.7477 -1.7705 0.3 0.2 -0.6
Se 0.2245 2.7335 -1.2717 -0.2 0.1 0.5
Se 2.1760 -1.5278 0.4751 -0.4 0.3 -0.1
Fe 0.2907 0.1556 -0.1530 -0.3 0.1 1.1
F -1.8121 0.0524 -3.3058 -0.1 -0.3 0.1
F -0.6612 -1.7111 -2.3706 -0.1 0.0 -0.1
F -2.9657 -1.6034 -2.1701 -0.1 -0.1 -0.1
F 1.8305 1.6098 1.2224 0.0 0.0 0.2
F -1.5978 -0.1356 -1.0190 0.0 -0.1 -0.1
N -0.5401 0.3815 1.6771 0.1 -0.1 -0.4
C -1.3183 -2.8700 0.7476 -0.1 0.0 0.1
C 0.1664 0.8843 2.7418 -0.2 -0.1 -0.3
C -2.8953 3.3066 0.3357 0.0 0.0 0.1
C 1.7604 1.9270 4.8370 0.1 0.0 0.2
C -0.4661 -2.4086 3.0977 0.1 -0.1 -0.1
C -3.8486 -1.1960 2.3373 0.0 0.0 0.0
C -2.3400 3.6123 2.7847 0.0 0.0 -0.1
C 0.5218 1.3612 5.1038 -0.1 0.0 -0.1
C -2.7694 1.3143 1.8562 -0.1 -0.1 0.0
C -0.2674 0.8508 4.0812 0.2 0.1 0.1
C -1.6762 -2.3893 2.1628 0.0 0.0 -0.2
C -2.2152 2.6929 1.5654 -0.2 0.1 0.0
C 2.2090 1.9918 3.5241 -0.1 -0.1 -0.4
C -2.4731 -1.0928 2.1336 -0.1 0.2 0.0
C -4.6801 -0.0880 2.3135 0.0 -0.1 0.0
C -4.1350 1.1593 2.0719 0.0 0.1 0.0
C 1.4159 1.4839 2.5197 0.1 0.1 0.4
C -1.9334 0.1855 1.8908 0.1 -0.1 0.1
B -1.7991 -0.9000 -2.2753 0.4 0.5 0.0
H 2.3720 2.3222 5.6391 0.0 0.0 0.0
H -2.8390 2.6227 -0.5138 0.0 0.0 0.0
H -1.8261 3.1876 3.6498 0.0 0.0 0.0
H -0.7489 -2.1317 4.1148 0.0 0.0 0.0
H -1.1572 2.5888 1.3322 0.0 0.0 0.0
H -3.9484 3.5282 0.5332 0.0 0.0 0.0
H 0.1556 1.3119 6.1230 0.0 0.0 0.0
H 3.1593 2.4396 3.2599 0.0 0.0 0.0
H -2.4025 4.2439 0.0583 0.0 0.0 0.0
H -2.3729 -3.1329 2.5624 0.0 0.0 0.0
H -1.8976 4.5895 2.5672 0.0 0.0 0.0
H -5.7461 -0.2019 2.4719 0.0 0.0 0.0
H -0.8602 -3.8626 0.7998 0.0 0.1 0.0
H -4.2747 -2.1790 2.5172 0.0 0.0 0.0
H -3.3909 3.7664 3.0496 0.0 0.0 0.0
H -0.0476 -3.4210 3.1203 0.0 0.1 0.0
H -0.6052 -2.2094 0.2566 -0.1 -0.1 0.1
H -1.2326 0.4162 4.3073 0.0 0.0 0.0
H 0.3238 -1.7356 2.7700 0.0 0.0 0.0
H -2.2096 -2.9231 0.1169 0.1 0.0 0.0
H -4.7834 2.0305 2.0405 0.0 0.0 0.0
```
Forces are in eV/Å.

Expectation value of S²   8.780
Molecular weight   826.14 u
Charge   -1
E_HOMO (spin up / spin down)   -4.6 / -4.7 eV
Frontier orbital gap (spin up / spin down)   6.1 / 5.0 eV
2S+1   6

---

# 2
Entry from OMol25: the molecule C4H7NO at a distorted geometry (ωB97M-V/def2-TZVPD).

XYZ file:
```
13
Properties=species:S:1:pos:R:3:forces:R:3
O 0.0068 1.4185 -0.2279 0.2 -0.1 0.1
N 1.7495 -1.6223 -0.2459 -0.1 0.7 0.5
C 1.3348 -0.5943 0.0805 1.9 -0.5 -0.3
C -0.6385 0.4277 -0.9830 -0.4 -1.3 0.6
C 1.1882 0.8701 0.2815 0.4 0.1 0.1
C -1.0663 -0.7924 0.0471 -0.9 0.7 -0.7
H -1.4841 -0.2598 0.9032 -0.6 0.0 -0.2
H 0.0092 0.1408 -1.8349 -0.4 -0.3 0.4
H 2.0488 1.2318 -0.2869 0.1 0.4 0.2
H -0.5169 -1.6317 0.5390 0.4 1.2 -1.1
H 1.2757 1.1579 1.3309 0.2 -0.2 -0.1
H -1.5379 0.9122 -1.4051 0.2 -0.6 0.4
H -1.8008 -1.3294 -0.5278 -0.9 -0.1 0.1
```
Forces are in eV/Å.

SMILES string   CCOCC#N
Molecular weight   85.11 u
E_HOMO   -10.1 eV
Frontier orbital gap   11.0 eV